{
  "formula": "C21H50FNO13",
  "method": "the ωB97M-V functional and the def2-TZVPD basis",
  "species": ["F", "O", "O", "O", "O", "O", "O", "O", "O", "O", "O", "O", "O", "O", "N", "C", "C", "C", "C", "C", "C", "C", "C", "C", "C", "C", "C", "C", "C", "C", "C", "C", "C", "C", "C", "C", "H", "H", "H", "H", "H", "H", "H", "H", "H", "H", "H", "H", "H", "H", "H", "H", "H", "H", "H", "H", "H", "H", "H", "H", "H", "H", "H", "H", "H", "H", "H", "H", "H", "H", "H", "H", "H", "H", "H", "H", "H", "H", "H", "H", "H", "H", "H", "H", "H", "H"],
  "positions_angstrom": [[-5.037895, 2.665430, -1.382535], [2.310105, 0.663430, -2.329535], [-4.608895, 1.096430, 2.664465], [-1.908895, 0.191430, -2.976535], [2.770105, -0.739570, -0.064535], [-3.998895, 0.169430, 0.805465], [-0.371895, 3.249430, 0.149465], [-0.000895, -4.196570, -0.423535], [1.461105, 6.347430, 2.940465], [-4.511895, 2.303430, 0.849465], [0.387105, -0.986570, 1.586465], [-0.070895, 4.168430, 2.749465], [1.931105, -3.683570, -2.345535], [-2.314895, -3.551570, -1.801535], [0.068105, -1.211570, -1.570535], [0.819105, 5.780430, 4.089465], [-3.584895, -3.108570, -2.068535], [2.282105, -4.547570, -3.500535], [-0.408895, 4.927430, 3.709465], [2.868105, -0.792570, 1.150465], [-4.385895, 1.190430, 1.542465], [1.705105, -1.439570, 1.948465], [-0.583895, -1.587570, 2.379465], [-1.014895, 3.078430, 2.499465], [-0.449895, 2.403430, 1.358465], [-2.244895, -3.969570, -0.436535], [-4.177895, 2.071430, -0.485535], [3.908105, -0.218570, -0.789535], [1.187105, -4.994570, -0.338535], [1.866105, 1.018430, -3.708535], [-3.880895, 0.697430, -0.531535], [3.483105, -0.090570, -2.278535], [2.268105, -4.235570, -1.166535], [-0.231895, 2.567430, -1.084535], [-1.041895, -4.919570, -0.261535], [2.265105, 7.500430, 3.021465], [1.602105, -5.499570, -3.747535], [3.823105, -1.220570, 1.632465], [1.326105, -5.338570, 0.666465], [2.875105, -5.046570, -1.043535], [2.176105, 0.405430, -4.524535], [1.175105, 5.121430, 4.726465], [5.025105, -0.663570, -0.797535], [2.699105, -3.153570, -0.695535], [-3.879895, -2.275570, -1.465535], [-0.775895, -1.829570, -1.574535], [-0.707895, 4.425430, 4.591465], [4.259105, 0.291430, -2.935535], [-3.659895, -2.852570, -3.096535], [-0.916895, 2.393430, 3.469465], [-4.549895, -3.777570, -2.058535], [-1.489895, -1.415570, 1.981465], [0.375105, -1.122570, -2.608535], [2.826105, 0.170430, 1.439465], [-1.156895, 1.918430, -1.317535], [-3.094895, -4.336570, -0.183535], [-1.242895, -5.846570, -0.762535], [-0.417895, -0.318570, -1.262535], [1.876105, 8.370430, 3.385465], [0.311105, 1.909430, 1.904465], [-3.086895, 0.790430, -0.912535], [0.031105, 3.268430, -1.776535], [-1.954895, 3.430430, 2.253465], [4.325105, 0.696430, -0.253535], [1.858105, -2.624570, 1.882465], [1.899105, 2.194430, -3.773535], [3.335105, -1.151570, -2.756535], [-0.506895, -1.128570, 3.274465], [0.655105, -1.402570, -0.935535], [1.680105, -1.207570, 2.922465], [-1.348895, 1.624430, 1.183465], [0.514105, 1.877430, -1.197535], [2.033105, -3.978570, -4.316535], [2.849105, 7.161430, 3.919465], [2.730105, 7.831430, 2.104465], [-1.304895, 5.606430, 3.396465], [0.335105, 6.629430, 4.621465], [-2.427895, 0.549430, -3.768535], [-3.417895, 2.746430, -0.527535], [3.179105, -4.630570, -3.344535], [-1.155895, -5.242570, 0.968465], [-2.088895, -3.338570, 0.508465], [1.031105, -5.911570, -0.677535], [-4.744895, 0.131430, -1.052535], [0.930105, 0.534430, -3.677535], [-0.552895, -2.580570, 2.312465]],
  "atomic_forces_ev_per_a": [[-0.977, -1.215, 0.375], [0.388, 0.250, -1.712], [-0.810, -0.159, 4.891], [-0.590, 0.479, -1.141], [0.894, -1.778, -11.859], [1.407, 0.058, -1.611], [0.859, -1.240, 2.542], [4.734, 1.009, -1.058], [-1.293, -1.399, -1.289], [-1.612, 1.210, 0.276], [1.656, -0.115, -2.489], [0.477, -4.879, -4.298], [-1.334, -1.802, -3.301], [0.765, -0.248, 1.804], [-7.929, 3.118, -7.177], [-4.273, 4.995, -2.830], [-3.356, -0.138, -1.187], [-10.871, -0.216, 0.349], [-2.049, 6.047, 1.367], [0.651, -1.826, 10.802], [-0.124, -0.233, -1.369], [-0.344, -3.168, -3.792], [1.684, 1.923, -1.480], [2.829, 1.226, 2.800], [-3.704, -1.936, -2.704], [5.690, 1.076, 0.161], [-1.891, 4.571, 1.110], [2.200, 0.876, -0.542], [-0.703, 5.569, 0.005], [-0.181, 1.503, 2.479], [-12.917, -4.780, 2.953], [-0.096, -1.647, 0.278], [-0.406, 4.081, 4.951], [-3.635, -1.666, 1.764], [-6.699, -1.402, 4.827], [1.475, -2.982, 2.779], [1.632, 1.578, 1.510], [-0.913, 0.077, -0.790], [1.057, 1.069, 1.446], [3.654, -1.547, -1.243], [2.088, 0.056, -0.612], [4.113, -2.551, 2.852], [-2.712, -0.990, 0.340], [-0.897, -3.483, 0.232], [0.084, 0.820, 0.367], [0.876, -0.122, -0.219], [-0.492, -0.759, 1.471], [0.470, 0.604, 0.318], [0.542, 0.854, -0.896], [-0.919, 1.143, -2.040], [2.105, -0.183, 0.845], [-3.345, 1.433, -1.484], [-0.617, 0.038, 2.590], [0.381, 3.976, 2.321], [0.878, 1.405, -0.192], [-5.578, -3.289, 1.271], [0.796, -0.597, -1.022], [0.773, -0.565, -1.251], [-2.434, 2.353, 0.993], [2.310, -0.861, -1.487], [11.868, -1.609, -5.490], [-0.191, 2.143, -2.090], [-2.249, 1.126, 0.302], [-1.627, -0.081, -0.848], [-0.870, 2.103, -0.105], [-0.225, -2.699, -0.382], [-0.062, 1.324, 1.190], [-0.105, 0.689, 3.636], [6.296, -2.362, 5.781], [1.367, 0.826, 3.912], [2.151, 0.773, -0.152], [2.565, -1.899, 0.761], [-0.059, 1.673, -2.045], [1.373, 1.095, -1.194], [0.484, -1.076, -0.334], [1.009, -0.682, 0.568], [0.631, -0.391, 0.368], [1.197, -0.803, 1.789], [3.183, 1.167, -1.156], [9.724, -2.035, 0.708], [0.227, 0.370, -2.593], [0.060, 1.175, -2.022], [-1.037, -3.986, -3.025], [2.037, 0.899, -0.137], [-2.365, 1.027, -0.020], [0.852, -4.392, 0.583]],
  "e_homo_ev": -6.901,
  "multiplicity": 1,
  "relative_energy_ev": 4.6326,
  "homo_lumo_gap_ev": 7.2
}



{
  "formula": "C21H51Cl6N3O6",
  "method": "the ωB97M-V functional and the def2-TZVPD basis",
  "species": ["Cl", "Cl", "Cl", "Cl", "Cl", "Cl", "O", "O", "O", "O", "O", "O", "N", "N", "N", "C", "C", "C", "C", "C", "C", "C", "C", "C", "C", "C", "C", "C", "C", "C", "C", "C", "C", "C", "C", "C", "H", "H", "H", "H", "H", "H", "H", "H", "H", "H", "H", "H", "H", "H", "H", "H", "H", "H", "H", "H", "H", "H", "H", "H", "H", "H", "H", "H", "H", "H", "H", "H", "H", "H", "H", "H", "H", "H", "H", "H", "H", "H", "H", "H", "H", "H", "H", "H", "H", "H", "H"],
  "positions_angstrom": [[-13.733450, 28.140560, 20.858040], [-5.272430, 30.353180, 21.594150], [-15.110910, 28.301700, 17.967280], [-6.878510, 29.275690, 24.419830], [-4.898420, 34.930880, 22.633850], [-5.047710, 37.042950, 20.196970], [-15.479300, 29.992440, 22.834090], [-9.526650, 32.193920, 24.627890], [-8.773100, 32.435410, 20.481230], [-7.213260, 33.099560, 17.824190], [-11.063260, 28.519300, 22.758870], [-9.932940, 38.161620, 18.797620], [-8.521740, 36.529350, 18.861050], [-10.613740, 29.666220, 24.570730], [-9.659030, 34.280900, 24.506390], [-10.150640, 30.669730, 19.661450], [-9.712500, 37.004750, 18.610760], [-7.679720, 31.775920, 16.125970], [-13.769680, 29.778310, 20.108570], [-11.643740, 27.524450, 24.817560], [-7.606020, 29.639840, 22.874390], [-8.932640, 33.231530, 24.587900], [-10.818830, 36.006930, 18.166990], [-15.347510, 30.233800, 24.203520], [-6.813270, 29.356940, 21.652080], [-11.095740, 28.601860, 23.932580], [-13.932620, 29.501970, 18.584020], [-6.607540, 32.157730, 17.014790], [-14.145030, 31.166040, 24.255770], [-11.001870, 32.492090, 21.276750], [-16.674850, 30.795770, 24.765170], [-7.362030, 33.304030, 24.621760], [-5.032430, 34.357620, 20.909830], [-4.364770, 35.402750, 19.900300], [-6.265600, 31.017290, 17.999360], [-9.857420, 31.555960, 20.820990], [-17.407850, 30.025160, 25.003820], [-11.592140, 36.566870, 17.641090], [-10.700700, 29.772230, 25.571380], [-8.057010, 32.791660, 18.163130], [-6.943920, 32.902840, 25.544980], [-14.980140, 29.298930, 24.626790], [-10.480760, 35.326170, 17.385720], [-12.788010, 30.203140, 20.318220], [-8.081320, 32.559550, 15.483520], [-4.737230, 33.308640, 20.934140], [-6.859300, 32.773620, 23.813040], [-17.202370, 31.490750, 24.111850], [-11.260420, 33.114790, 20.420300], [-6.095040, 34.181830, 20.742320], [-9.177320, 30.349870, 19.289370], [-7.001720, 34.310260, 24.407800], [-12.957970, 29.129810, 18.268320], [-16.446490, 31.354940, 25.672520], [-10.793790, 31.227430, 18.980690], [-11.159670, 35.519020, 19.080150], [-8.443840, 28.946900, 22.796890], [-5.776960, 32.651730, 16.510590], [-8.576780, 33.032300, 21.207030], [-14.120580, 30.433640, 18.050400], [-9.418180, 31.009990, 21.655910], [-6.566720, 28.299730, 21.554020], [-10.657080, 34.129390, 24.538750], [-14.692520, 30.261600, 20.429360], [-13.286070, 30.645200, 23.832680], [-10.600680, 29.796310, 20.133360], [-3.279270, 35.398150, 19.999150], [-11.265480, 27.636580, 25.833650], [-5.936310, 30.119920, 17.475520], [-8.310710, 35.578510, 18.593710], [-10.604290, 33.119250, 22.074690], [-4.688580, 35.145440, 18.891820], [-12.719130, 27.664650, 24.927030], [-7.152310, 30.714990, 18.556540], [-7.307170, 31.008660, 15.447270], [-5.396580, 31.357400, 18.562600], [-7.859040, 37.247390, 19.116650], [-8.544800, 31.288350, 16.575420], [-16.052220, 29.222470, 22.856540], [-11.492310, 26.532140, 24.392710], [-13.836760, 31.563970, 25.222590], [-9.257570, 35.207500, 24.525150], [-14.281250, 32.034390, 23.611170], [-11.864150, 31.988890, 21.714210], [-7.910430, 30.683420, 22.794530], [-10.155500, 30.311890, 23.943650], [-7.447490, 29.652430, 20.816290]],
  "atomic_forces_ev_per_a": [[0.086, 0.135, 0.372], [-0.716, -0.573, -0.085], [-0.055, 0.388, 0.531], [0.555, 0.045, 0.457], [0.191, -0.228, -0.665], [0.401, -0.350, -0.110], [-0.826, -0.760, -0.846], [-0.639, -3.893, 0.090], [0.441, -0.193, -1.503], [0.266, 3.335, 1.494], [0.188, -0.546, -4.341], [-1.142, 2.656, 0.152], [1.603, -1.445, -0.091], [0.104, 0.164, 0.092], [-0.831, 4.206, -0.056], [0.252, -0.092, 1.016], [-2.080, -1.303, -0.758], [-0.980, -1.947, -3.404], [-1.520, -1.924, -1.416], [-0.709, -0.138, 0.575], [-0.672, -0.096, -0.535], [3.602, -1.200, 0.025], [0.775, 0.920, -0.407], [0.701, 1.451, 0.191], [0.950, 0.041, -0.266], [-0.161, -0.354, 3.397], [1.554, 0.562, 0.056], [-0.978, -0.831, 2.141], [0.333, 0.599, 0.015], [0.603, -0.812, 0.109], [0.595, -0.120, 0.678], [-0.767, 0.705, -0.494], [-0.254, 0.718, 0.131], [-1.313, -1.504, 1.141], [1.373, -0.200, -1.615], [0.461, 1.926, 1.562], [0.128, -0.231, 0.093], [-0.208, 0.184, 0.619], [0.397, 0.390, -0.448], [-0.015, -0.280, 0.282], [-0.296, 0.140, 0.151], [-0.604, -0.164, 0.795], [0.357, -0.479, 0.455], [-0.544, 0.476, -0.019], [0.233, 0.332, 0.189], [1.154, 0.292, -0.418], [-0.605, -0.593, -0.188], [0.513, -0.004, -0.412], [-0.251, 0.043, 0.101], [-0.188, 0.910, -0.264], [-0.240, 0.027, -0.651], [-0.182, 0.237, 0.590], [-0.121, -0.045, -0.275], [-0.168, -0.099, 0.236], [0.161, -0.497, -0.451], [-0.242, -0.230, -0.298], [-0.450, 0.401, 0.030], [0.187, -0.319, 0.093], [-0.111, 0.260, 0.366], [-0.105, -0.026, 0.077], [-0.867, -0.548, 0.141], [0.322, 0.185, 0.008], [0.015, 0.290, -0.045], [0.647, 0.331, 0.658], [0.027, -0.137, 0.077], [-0.501, -0.228, -0.540], [-0.213, 0.257, 0.026], [0.259, -0.401, -0.049], [0.118, -0.177, -0.200], [0.593, 0.233, 0.271], [-0.040, 0.195, -0.056], [0.228, -0.114, 0.057], [-0.199, 0.016, -0.242], [0.240, 0.488, 0.306], [-0.021, -0.225, -0.435], [-0.452, -0.180, 0.677], [0.408, -0.601, 0.060], [0.101, 0.152, 0.659], [-0.128, -0.245, -0.995], [0.196, 0.148, 0.128], [-0.267, -0.275, 0.236], [-0.277, 0.109, -0.132], [-0.323, 0.073, -0.072], [-0.156, -0.180, -0.255], [-0.139, -0.073, 0.706], [-0.041, 0.729, 0.882], [0.277, 0.112, -0.156]],
  "e_homo_ev": [0.448, -7.158],
  "multiplicity": 2,
  "homo_lumo_gap_ev": [1.8, 9.3],
  "charge": -1
}